# 1
C2HClO2 | ωB97M-V/def2-TZVPD

energy relative to the best compared isomer or geometry (same formula, charge and spin)	37.9	kcal/mol
E_LUMO (spin up / spin down)	-2.17 / -2.17	eV
total charge	0
Kohn-Sham gap (spin up / spin down)	8.26 / 8.26	eV
energy	-18705.167	eV

Cartesian coordinates (Å):
C  0.31  -0.07  -0.72
C  -0.20  -0.60  0.50
O  1.44  -0.08  -1.11
O  -0.68  -1.32  1.25
Cl  -0.34  1.71  1.37
H  -0.54  0.36  -1.29

From a Mulliken analysis of the wavefunction, the atomic charges in e read: number 1, C, carries 0.1048; number 2, C, carries 0.4951; number 3, O, carries -0.3691; number 4, O, carries -0.1613; number 5, Cl, carries -0.4166; number 6, H, carries 0.3471

---

# 2
C2HClO4 | ωB97M-V/def2-TZVPD

energy relative to the best compared isomer or geometry (same formula, charge and spin)	118.0	kcal/mol
E_LUMO	0.21	eV
total charge	0
Kohn-Sham gap	10.89	eV
energy	-22798.488	eV

Cartesian coordinates (Å):
C  -0.32  0.51  -1.03
C  0.08  -0.35  0.20
O  -0.13  0.37  -2.20
O  -1.01  1.42  -0.35
O  -0.72  0.97  0.98
O  1.32  -0.42  0.57
Cl  -0.84  -1.80  0.40
H  1.62  -0.70  1.43

From a Mulliken analysis of the wavefunction, the atomic charges in e read: number 1, C, carries 0.2732; number 2, C, carries 0.7769; number 3, O, carries -0.4828; number 4, O, carries -0.1449; number 5, O, carries -0.2570; number 6, O, carries -0.4148; number 7, Cl, carries -0.1313; number 8, H, carries 0.3806

---

# 3
C2HCuMgO2 | ωB97M-V/def2-TZVPD

energy relative to the best compared isomer or geometry (same formula, charge and spin)	0.0	kcal/mol
E_LUMO (spin up / spin down)	-11.93 / -11.67	eV
total charge	+2
Kohn-Sham gap (spin up / spin down)	5.32 / 5.06	eV
energy	-56247.472	eV

Cartesian coordinates (Å):
O  1.58  0.42  -1.85
C  1.66  -0.83  -2.13
Mg  2.30  2.43  -2.45
Cu  0.32  -0.61  -0.24
H  2.28  -0.99  -3.05
C  -0.67  -0.38  2.27
O  -1.11  -0.30  3.30

From a Mulliken analysis of the wavefunction, the atomic charges in e read: number 1, O, carries -0.3273; number 2, C, carries 0.1440; number 3, Mg, carries 1.2041; number 4, Cu, carries 0.4623; number 5, H, carries 0.3153; number 6, C, carries 0.2698; number 7, O, carries -0.0683

---

# 4
C2HF2O3S | ωB97M-V/def2-TZVPD

energy relative to the best compared isomer or geometry (same formula, charge and spin)	46.7	kcal/mol
E_LUMO	3.84	eV
total charge	-1
Kohn-Sham gap	8.03	eV
energy	-24502.137	eV

Cartesian coordinates (Å):
C  0.28  0.29  0.58
C  -0.99  0.94  0.39
O  -2.43  -1.64  0.79
O  0.69  0.04  1.69
O  -3.45  -0.42  -0.99
F  -0.99  1.89  -0.94
F  -1.52  1.84  1.18
S  -2.87  -0.36  0.32
H  0.69  -0.42  -0.28

Mulliken population analysis, charges in e, atoms 1 to 8: number 1, C, carries -0.0634; number 2, C, carries 0.5219; number 3, O, carries -0.5229; number 4, O, carries -0.5125; number 5, O, carries -0.5168; number 6, F, carries -0.4304; number 7, F, carries -0.2534; number 8, S, carries 0.5575